Computed, not measured: one molecule with the formula C21H23N3O7S in a non-equilibrium geometry, with ωB97M-V/def2-TZVPD.

Each line ends with the natural charge from an NBO analysis.
Atoms and positions in Å:
C  3.53680  -1.42302  -0.50298  -0.31
C  3.61020  -0.35611  -1.71152  -0.40
H  4.97140  -0.64155  0.63689  0.23
H  1.49641  -0.38172  -0.65116  0.41
C  3.96437  -0.80193  0.60473  -0.41
H  4.68697  1.19316  -1.01764  0.19
H  3.81547  -1.50613  1.61496  0.23
C  -1.81111  -5.31581  0.71646  -0.29
H  2.05495  0.23950  1.75832  0.22
H  4.08444  -2.29617  -0.77557  0.26
O  -2.53583  -4.10783  0.39287  -0.48
C  0.13228  2.52511  1.82105  -0.19
O  2.61939  3.54494  -1.06600  -0.95
H  -0.69331  0.38978  -0.70760  0.18
C  -1.23170  -0.61127  -0.33290  -0.29
C  -2.97769  -2.12930  -0.24549  -0.38
O  -3.17667  0.25084  -0.59017  -0.47
C  -0.28624  -1.51905  -0.41614  0.18
H  -1.11586  -5.55749  -0.26121  0.20
C  -0.79984  -2.78284  -0.07503  -0.39
N  2.80287  1.00134  -0.15168  -0.66
C  -3.78774  3.30753  -0.24487  0.88
C  -2.57230  -0.78028  -0.35232  0.35
H  4.43863  -0.76912  -2.09625  0.24
H  -1.07419  -5.22855  1.59802  0.20
N  -3.32928  3.04834  0.86155  -0.59
H  -5.10423  -0.07595  0.17638  0.18
O  -4.78312  3.50874  -0.67916  -0.51
N  1.04347  -1.08281  -0.41169  -0.58
H  -0.00606  -3.65330  0.16233  0.27
C  -0.09000  3.17486  -0.62966  -0.34
H  -5.10719  1.18635  -1.07967  0.22
C  -2.05956  -3.04008  0.09297  0.38
C  -2.04050  2.84360  1.14139  0.12
C  2.03899  -2.04616  -0.39735  0.70
H  0.22231  3.25172  -1.58586  0.24
H  3.75383  1.05333  1.84804  0.23
C  -1.51732  3.32693  -0.55204  0.46
H  -1.42417  2.18753  2.97279  0.22
O  2.07267  -3.49418  -0.10027  -0.69
H  -2.46701  -6.22890  0.94536  0.21
H  -5.06192  -0.49644  -1.44483  0.20
C  -1.10884  2.53574  2.02765  -0.31
C  3.63907  0.83834  -1.30887  -0.30
O  3.24199  3.37431  1.16101  -0.89
C  3.05543  0.42100  1.14737  -0.26
S  2.40939  2.75466  0.13545  2.22
O  -2.53781  3.65271  -1.12437  -0.48
H  -3.86729  -2.10178  -0.10699  0.18
H  -4.03394  2.69101  1.50850  0.43
C  0.64402  2.77816  0.31052  -0.27
H  2.71276  -0.69371  -2.54631  0.19
H  3.26462  1.70243  -2.02623  0.28
C  -4.67444  0.27964  -0.83697  -0.27
H  0.96243  2.05985  2.39415  0.23

Atomic forces in eV per Å
C -5.4740 -2.7223 -6.3332
C -4.9382 -14.1677 -4.7402
H 2.6624 1.2164 -0.0406
H 3.2033 9.6855 -2.8991
C -2.3081 -0.1073 11.4924
H -0.8334 -0.3629 -0.5071
H 0.6859 0.9962 -2.5712
C 2.6515 -0.8943 -1.5372
H 2.0743 -0.2573 -1.5851
H 0.5835 -0.4934 -0.1355
O -3.9853 -10.5457 3.7842
C 10.3847 -0.3883 -6.8659
O -0.4724 -1.4254 -0.8619
H -2.1839 -1.2184 1.2299
C 3.3688 6.6687 -2.6317
C 6.9091 6.1466 -1.4352
O -7.4967 7.6115 -2.5696
C -0.7553 -1.8083 2.2645
H -1.6846 0.3079 2.4361
C 9.1819 -2.8300 0.2511
N -3.2074 5.1671 2.0110
C 6.0995 1.9041 -4.0561
C 3.6639 -7.6189 0.4776
H 3.1941 -0.4875 -2.3116
H -1.2085 0.3558 -1.2676
N 0.2209 -3.1876 9.0872
H 0.4182 0.9248 -1.2084
O -8.8738 1.2050 -3.9493
N -2.3004 -13.9642 2.2981
H -1.8938 2.2307 -0.7415
C -7.4279 2.0870 -5.0119
H 0.1888 2.0843 -0.5798
C 0.6595 4.4990 -2.1796
C 2.6054 2.9431 -8.9504
C 2.2828 -5.9175 2.6125
H 1.7812 0.6672 -2.9831
H -1.3020 -0.9022 -1.3914
C 4.3812 -3.4466 10.0302
H -0.5326 -0.2886 1.3699
O -0.8976 8.6501 -1.9373
H 0.4040 1.9439 -0.6191
H 0.4632 -0.7698 -1.3369
C -6.3228 -0.8802 3.5523
C 1.8951 14.7533 3.0607
O -1.5379 -2.1073 0.8407
C 2.2896 -0.4566 0.2263
S 1.8154 1.7362 -2.0302
O -3.5569 0.6456 -2.7090
H -11.1082 -1.6074 1.4731
H 0.0864 0.3471 -0.0564
C 2.7976 -2.5572 11.5510
H 2.2440 1.1244 2.2432
H 0.9050 -1.8680 1.0829
C 1.3668 -3.4139 4.4444
H -1.1658 0.7933 0.2136

Summary:
Electronic energy = -51769.00628 eV
Orbital gap = 7.71 eV
SMILES = COc1cc(NC(=O)C2CCN(S(=O)(=O)c3ccc4[nH]c(=O)oc4c3)CC2)cc(OC)c1
F_max = 15.73 eV/Å
Energy above the lowest of the compared OMol25 structures with the same formula, charge and spin = 452.5 kcal per mole
Charge = 0